1.
{"formula": "C4H4INO2", "method": "ωB97M-V/def2-TZVPD", "symbols": ["C", "C", "C", "C", "N", "O", "O", "I", "H", "H", "H", "H"], "coordinates": [[0.223, -0.839, 1.313], [-1.423, 0.566, 1.841], [1.203, 0.209, -0.631], [0.193, 0.355, -1.667], [0.897, -0.482, 0.352], [-1.983, -0.021, 2.622], [-1.166, 1.353, 1.032], [-0.195, -2.834, 1.805], [2.250, 0.511, -0.897], [0.164, 1.446, -1.839], [-0.730, -0.144, -1.376], [0.566, -0.119, -2.556]], "lowdin_charge": [-0.618, -0.603, -0.177, -0.064, -0.058, 0.162, 0.148, 0.792, 0.150, 0.101, 0.092, 0.076], "energy_ev": -17896.2610, "gap_ev": [8.1, 8.1], "homo_ev": [-8.35, -8.35], "relative_energy_kj_mol": 200.2}

=====

2.
{"formula": "C4H4Li2O5", "method": "ωB97M-V/def2-TZVPD", "symbols": ["O", "C", "C", "O", "O", "C", "H", "H", "H", "H", "O", "C", "O", "Li", "Li"], "coordinates": [[-0.379, -0.188, 2.632], [-0.516, 1.112, 2.740], [0.973, -0.468, 1.713], [-1.596, 1.661, 2.611], [0.624, 1.739, 2.454], [1.685, 0.813, 2.168], [1.424, -0.762, 0.758], [1.106, -1.461, 2.153], [2.304, 1.259, 1.384], [2.266, 0.654, 3.083], [-0.278, -0.023, -1.531], [-0.880, -0.180, -0.420], [-2.133, -0.563, -0.514], [-2.382, 0.145, 1.189], [-1.921, -0.500, -2.428]], "lowdin_charge": [-0.006, -0.669, -0.025, 0.058, 0.051, -0.112, 0.093, 0.108, 0.135, 0.129, -0.254, -0.584, -0.403, 0.717, 0.763], "energy_ev": -14859.2735, "gap_ev": 6.2, "homo_ev": -6.46, "relative_energy_kj_mol": 295.9}